Computed, not measured: 15 unconnected molecules or ions with the total composition C78H198N12O30 in a non-equilibrium geometry, with ωB97M-V with the def2-TZVPD basis set.

Geometry (Å):
C1 1.72 7.89 1.22
O1 2.49 8.04 0.00
C2 3.28 9.22 -0.10
C3 4.65 9.02 0.63
N1 5.54 10.20 0.42
C4 6.83 10.10 1.05
C5 7.95 10.84 0.32
O2 7.98 12.29 0.17
C6 8.33 13.03 1.31
H1 2.27 7.58 2.10
H2 0.99 7.08 1.10
H3 1.18 8.82 1.38
H4 2.75 10.12 0.19
H5 3.52 9.38 -1.15
H6 5.14 8.18 0.14
H7 4.44 8.91 1.70
H8 5.56 10.62 -0.50
H9 7.13 9.14 1.47
H10 6.79 10.60 2.02
H11 8.05 10.25 -0.59
H12 8.77 10.50 0.96
H13 8.05 14.06 1.08
H14 9.38 12.99 1.60
H15 7.77 12.72 2.19
C7 9.50 -4.67 7.65
O3 8.37 -5.53 7.68
C8 8.46 -6.79 7.06
C9 7.17 -7.16 6.20
N2 7.14 -6.63 4.81
C10 7.32 -5.20 4.77
C11 6.83 -4.61 3.43
O4 5.89 -5.69 2.83
C12 5.39 -5.26 1.59
H16 10.24 -4.89 8.42
H17 9.03 -3.72 7.88
H18 10.01 -4.63 6.68
H19 8.75 -7.57 7.75
H20 9.31 -6.54 6.41
H21 6.29 -6.85 6.76
H22 7.30 -8.24 6.08
H23 6.49 -6.87 4.08
H24 8.30 -4.80 5.00
H25 6.62 -4.91 5.56
H26 7.67 -4.57 2.74
H27 6.40 -3.61 3.55
H28 6.10 -4.73 0.94
H29 4.46 -4.72 1.76
H30 5.19 -6.14 0.99
C13 1.99 2.42 5.33
O5 2.51 3.73 5.68
C14 2.67 4.55 4.54
C15 3.65 3.95 3.51
N3 4.86 3.34 4.04
C16 5.93 3.32 3.04
C17 7.30 3.36 3.72
O6 7.42 4.65 4.29
C18 7.95 5.56 3.37
H31 0.99 2.44 4.88
H32 1.80 1.78 6.19
H33 2.77 1.86 4.82
H34 2.99 5.49 4.98
H35 1.64 4.43 4.21
H36 4.05 4.77 2.92
H37 3.10 3.20 2.94
H38 5.27 4.02 4.67
H39 5.78 4.15 2.35
H40 5.74 2.47 2.39
H41 8.20 3.11 3.17
H42 7.48 2.61 4.49
H43 7.85 6.61 3.67
H44 7.55 5.52 2.36
H45 8.96 5.17 3.27
C19 6.93 -2.26 -2.26
O7 7.53 -1.53 -1.12
C20 6.66 -0.76 -0.39
C21 6.79 0.61 -0.98
N4 5.64 1.38 -0.56
C22 4.50 1.32 -1.47
C23 3.12 1.69 -0.83
O8 3.32 2.90 -0.07
C24 3.18 4.06 -0.79
H46 7.73 -2.83 -2.74
H47 6.23 -1.70 -2.89
H48 6.35 -3.13 -1.95
H49 7.10 -0.61 0.60
H50 5.66 -1.18 -0.31
H51 6.83 0.58 -2.07
H52 7.69 1.12 -0.62
H53 5.93 2.34 -0.47
H54 4.37 0.25 -1.66
H55 4.66 1.74 -2.47
H56 2.78 0.81 -0.27
H57 2.30 1.81 -1.53
H58 3.73 4.18 -1.73
H59 3.53 4.88 -0.18
H60 2.18 4.29 -1.16
C25 -0.76 2.82 1.62
O9 -1.36 1.53 1.73
C26 -0.43 0.39 2.09
C27 -0.05 -0.35 0.74
N5 0.91 -1.49 0.84
C28 1.55 -2.04 -0.42
C29 0.47 -2.69 -1.29
O10 0.94 -3.31 -2.43
C30 1.16 -2.46 -3.53
H61 -0.66 3.20 0.61
H62 0.27 2.90 1.96
H63 -1.47 3.46 2.14
H64 -0.92 -0.39 2.68
H65 0.33 0.68 2.82
H66 0.48 0.40 0.15
H67 -1.01 -0.54 0.26
H68 0.40 -2.22 1.32
H69 2.23 -2.82 -0.07
H70 2.08 -1.21 -0.89
H71 -0.42 -2.09 -1.47
H72 0.14 -3.50 -0.64
H73 1.64 -3.00 -4.35
H74 1.75 -1.56 -3.31
H75 0.17 -2.21 -3.90
C31 -5.63 -0.81 -3.71
O11 -6.72 -0.23 -2.83
C32 -6.43 -0.54 -1.43
C33 -5.96 0.82 -1.03
N6 -6.98 1.90 -0.71
C34 -7.88 1.54 0.45
C35 -8.90 2.73 0.81
O12 -9.54 2.25 1.93
C36 -10.58 3.15 2.21
H76 -4.68 -0.31 -3.53
H77 -5.85 -0.71 -4.77
H78 -5.46 -1.88 -3.55
H79 -5.58 -1.21 -1.35
H80 -7.22 -0.84 -0.74
H81 -5.08 1.07 -1.62
H82 -5.38 0.72 -0.12
H83 -7.59 1.95 -1.52
H84 -7.34 1.21 1.34
H85 -8.41 0.62 0.20
H86 -9.64 2.94 0.04
H87 -8.36 3.56 1.27
H88 -10.18 4.17 2.31
H89 -10.95 2.79 3.17
H90 -11.56 3.13 1.75
C37 -8.60 -1.08 7.86
O13 -7.71 -0.86 6.82
C38 -8.27 -0.16 5.74
C39 -7.16 0.22 4.58
N7 -6.55 -1.04 4.18
C40 -5.62 -0.59 3.18
C41 -4.62 -1.76 2.72
O14 -4.85 -1.94 1.27
C42 -3.85 -2.73 0.71
H91 -8.76 -0.23 8.52
H92 -8.13 -1.82 8.51
H93 -9.47 -1.60 7.47
H94 -8.52 0.84 6.10
H95 -9.11 -0.68 5.30
H96 -6.43 0.83 5.10
H97 -7.54 0.76 3.71
H98 -7.21 -1.78 4.01
H99 -5.03 0.27 3.49
H100 -6.16 -0.36 2.26
H101 -4.75 -2.71 3.22
H102 -3.60 -1.50 2.99
H103 -4.22 -2.97 -0.28
H104 -3.58 -3.66 1.21
H105 -3.03 -2.02 0.57
C43 -2.95 -3.50 7.56
O15 -3.17 -2.25 8.06
C44 -4.57 -1.89 7.97
C45 -4.68 -0.39 7.89
N8 -4.35 0.20 6.56
C46 -2.93 0.03 6.18
C47 -2.69 0.78 4.89
O16 -1.67 1.72 5.11
C48 -1.96 2.87 5.88
H106 -3.77 -4.17 7.83
H107 -1.94 -3.76 7.88
H108 -2.82 -3.47 6.48
H109 -5.22 -2.35 8.71
H110 -4.95 -2.16 6.98
H111 -4.05 0.02 8.67
H112 -5.69 0.01 8.02
H113 -4.98 -0.18 5.87
H114 -2.68 -1.03 6.07
H115 -2.32 0.27 7.05
H116 -3.57 1.17 4.38
H117 -2.36 0.08 4.12
H118 -1.32 3.75 5.78
H119 -2.02 2.71 6.95
H120 -2.95 3.23 5.61
C49 3.52 -3.39 5.20
O17 2.41 -3.80 5.98
C50 1.64 -2.72 6.52
C51 0.81 -1.89 5.52
N9 -0.30 -2.70 4.91
C52 0.39 -3.57 3.94
C53 -0.67 -4.13 3.04
O18 -0.14 -4.41 1.75
C54 0.73 -5.56 1.72
H121 4.01 -4.24 4.72
H122 4.13 -2.98 6.01
H123 3.47 -2.52 4.55
H124 2.26 -2.03 7.10
H125 0.93 -3.08 7.26
H126 1.36 -1.34 4.75
H127 0.28 -1.04 5.96
H128 -1.14 -2.23 4.59
H129 0.75 -4.45 4.47
H130 1.29 -3.31 3.39
H131 -1.43 -3.38 2.82
H132 -1.27 -4.94 3.47
H133 1.50 -5.62 2.49
H134 1.22 -5.48 0.75
H135 0.17 -6.49 1.67
C55 3.23 0.58 -6.40
O19 3.44 -0.61 -7.23
C56 3.48 -0.28 -8.64
C57 4.04 -1.51 -9.38
N10 3.03 -2.48 -9.54
C58 3.44 -3.86 -9.74
C59 2.33 -4.80 -9.08
O20 2.35 -4.75 -7.69
C60 1.51 -5.80 -7.27
H136 3.74 1.46 -6.78
H137 3.54 0.43 -5.37
H138 2.17 0.81 -6.53
H139 4.26 0.48 -8.69
H140 2.60 0.09 -9.15
H141 5.01 -1.79 -8.98
H142 4.45 -1.25 -10.35
H143 2.34 -2.40 -8.81
H144 4.43 -3.85 -9.27
H145 3.65 -4.11 -10.78
H146 2.50 -5.81 -9.46
H147 1.44 -4.42 -9.57
H148 1.36 -6.70 -7.87
H149 0.52 -5.35 -7.22
H150 1.73 -6.16 -6.27
C61 -7.66 5.17 -1.75
O21 -7.11 4.38 -2.84
C62 -5.70 4.17 -2.82
C63 -5.24 3.30 -4.02
N11 -3.82 2.75 -3.76
C64 -3.49 2.10 -5.04
C65 -2.13 1.37 -5.05
O22 -2.11 0.05 -4.37
C66 -1.94 0.16 -2.93
H151 -8.68 4.82 -1.55
H152 -7.60 6.25 -1.86
H153 -7.03 5.08 -0.87
H154 -5.39 3.90 -1.81
H155 -5.13 5.09 -2.91
H156 -5.32 3.99 -4.86
H157 -5.78 2.37 -4.21
H158 -3.79 2.27 -2.88
H159 -3.47 2.98 -5.69
H160 -4.19 1.41 -5.51
H161 -1.37 2.07 -4.71
H162 -2.03 1.11 -6.10
H163 -1.05 0.69 -2.59
H164 -1.80 -0.88 -2.64
H165 -2.90 0.41 -2.47
C67 -1.80 -1.41 -9.75
O23 -1.74 -0.77 -8.50
C68 -1.87 -1.55 -7.29
C69 -3.36 -1.70 -6.80
N12 -3.93 -2.88 -7.38
C70 -5.37 -3.02 -7.11
C71 -5.94 -4.22 -7.91
O24 -6.30 -4.08 -9.31
C72 -7.25 -3.05 -9.73
H166 -2.74 -1.95 -9.82
H167 -0.89 -2.00 -9.89
H168 -1.59 -0.79 -10.63
H169 -1.42 -0.86 -6.58
H170 -1.29 -2.47 -7.36
H171 -3.88 -0.81 -7.13
H172 -3.47 -1.73 -5.71
H173 -3.97 -2.63 -8.35
H174 -6.02 -2.15 -7.14
H175 -5.47 -3.42 -6.11
H176 -6.81 -4.49 -7.31
H177 -5.24 -5.05 -7.81
H178 -7.19 -2.81 -10.79
H179 -7.23 -2.13 -9.15
H180 -8.15 -3.65 -9.59
C73 -2.71 -6.85 -5.02
C74 -3.10 -6.02 -6.20
O25 -2.23 -4.96 -6.17
O26 -1.52 -7.69 -5.14
H181 -3.58 -7.50 -4.97
H182 -2.57 -6.25 -4.12
H183 -4.15 -5.75 -6.24
H184 -2.87 -6.59 -7.11
H185 -2.84 -4.23 -6.31
H186 -1.53 -8.13 -4.29
C75 5.78 -4.36 -5.24
C76 4.79 -3.37 -5.92
O27 4.89 -2.05 -5.53
O28 7.09 -4.08 -5.70
H187 5.71 -5.42 -5.52
H188 5.89 -4.27 -4.17
H189 3.78 -3.75 -5.85
H190 5.18 -3.47 -6.93
H191 4.48 -1.56 -6.24
H192 7.14 -3.16 -5.97
C77 -5.59 4.41 3.30
C78 -6.91 4.94 3.84
O29 -7.47 4.20 4.84
O30 -4.56 4.40 4.22
H193 -5.32 5.17 2.57
H194 -5.69 3.42 2.87
H195 -7.60 5.04 3.00
H196 -6.85 5.92 4.33
H197 -6.86 3.89 5.52
H198 -4.74 3.70 4.85

Calculated values
HOMO, eV: -7.9
LUMO level, eV: 0.3
Orbital gap, eV: 8.3

---

Computed, not measured: a molecular structure, C19H21N6OPdS2 in a non-equilibrium geometry, with ωB97M-V with the def2-TZVPD basis set.

Geometry (Å):
Pd1 0.25 -1.18 2.73
N1 -1.59 1.36 5.64
C1 -1.21 0.55 4.65
S1 0.47 0.07 4.61
N2 -2.13 0.18 3.79
N3 -1.63 -0.64 2.83
C2 -2.42 -1.16 1.96
C3 -1.81 -1.98 0.93
C4 -2.52 -2.51 -0.14
C5 -1.84 -3.20 -1.13
C6 -0.47 -3.35 -1.03
C7 0.18 -2.81 0.07
N4 -0.47 -2.17 1.04
H1 -0.93 1.68 6.33
H2 -2.55 1.65 5.70
H3 -3.48 -0.95 2.00
H4 -3.59 -2.35 -0.20
H5 -2.38 -3.61 -1.97
H6 0.10 -3.86 -1.79
H7 1.25 -2.87 0.18
O1 0.54 0.83 0.75
S2 1.31 0.69 -0.52
C8 1.44 2.33 -1.22
C9 2.30 2.55 -2.29
C10 2.39 3.82 -2.83
C11 1.64 4.86 -2.29
C12 0.80 4.63 -1.21
C13 0.70 3.36 -0.66
C14 0.17 0.01 -1.72
C15 -1.19 0.15 -1.51
C16 -2.07 -0.37 -2.45
C17 -1.59 -1.02 -3.58
C18 -0.22 -1.17 -3.77
C19 0.67 -0.66 -2.83
H8 2.89 1.74 -2.70
H9 3.05 4.01 -3.67
H10 1.72 5.86 -2.71
H11 0.23 5.44 -0.78
H12 0.06 3.15 0.19
H13 -1.54 0.66 -0.63
H14 -3.14 -0.25 -2.31
H15 -2.28 -1.42 -4.31
H16 0.15 -1.68 -4.64
H17 1.74 -0.78 -2.97
N5 2.84 -1.08 1.86
N6 2.33 -2.02 2.82
H18 3.76 -1.30 1.50
H19 2.87 -0.16 2.28
H20 2.96 -2.16 3.61
H21 2.24 -2.91 2.35

Calculated values
HOMO, eV: -11.0
Energy relative to the best compared isomer or geometry (same formula, charge and spin), eV: 0.251
LUMO level, eV: -3.5
Total charge: +1
Orbital gap, eV: 7.5

---

Computed, not measured: a molecular structure, C2H3FO2Tb in a non-equilibrium geometry, with ωB97M-V with the def2-TZVPD basis set.

Geometry (Å):
F1 0.49 0.76 1.58
H1 1.55 -1.18 0.59
O1 0.72 -0.92 0.12
C1 0.51 0.44 0.24
C2 -0.88 0.74 -0.32
O2 -1.54 -0.16 -0.80
Tb1 -0.87 -2.49 -0.94
H2 1.29 1.04 -0.25
H3 -1.27 1.76 -0.24

Calculated values
HOMO (spin up / spin down), eV: -25.3 / -25.3
⟨S²⟩: 12.70
LUMO level (spin up / spin down), eV: -17.3 / -18.1
Total charge: +3
Orbital gap (spin up / spin down), eV: 8.0 / 7.2
Multiplicity: 7

---

Computed, not measured: a molecular structure, C34H38AsBClF5NO7STi, with ωB97M-V with the def2-TZVPD basis set.

Geometry (Å):
Ti1 -0.33 0.19 0.04
C1 3.57 -2.15 5.49
C2 2.69 -3.32 5.05
C3 1.96 -3.89 6.26
C4 0.91 -4.90 5.84
C5 -0.08 -4.24 4.91
C6 -1.44 -4.54 4.95
C7 -2.29 -3.89 4.08
F1 -3.62 -4.18 4.14
C8 -1.86 -2.96 3.17
C9 -0.49 -2.65 3.12
C10 0.03 -1.72 2.16
O1 -0.82 -1.07 1.38
C11 1.44 -1.68 1.98
C12 2.25 -2.26 2.90
N1 1.75 -2.89 4.02
C13 0.39 -3.28 4.03
C14 2.06 -1.17 0.71
O2 3.27 -1.02 0.60
O3 1.21 -0.96 -0.26
H1 4.24 -2.47 6.29
H2 2.94 -1.33 5.86
H3 4.18 -1.76 4.68
H4 3.33 -4.10 4.63
H5 1.47 -3.07 6.80
H6 2.70 -4.33 6.93
H7 0.39 -5.31 6.71
H8 1.39 -5.75 5.34
H9 -1.83 -5.26 5.66
H10 -2.54 -2.47 2.49
H11 3.32 -2.26 2.76
C15 -4.87 -1.41 1.31
As1 -3.95 -2.23 -0.24
C16 -5.10 -3.83 -0.41
C17 -4.83 -1.15 -1.62
H12 -5.45 -2.16 1.83
H13 -5.52 -0.61 0.96
H14 -4.13 -0.97 1.98
H15 -6.14 -3.60 -0.17
H16 -4.74 -4.60 0.27
H17 -5.04 -4.20 -1.43
H18 -5.92 -1.22 -1.56
H19 -4.50 -1.48 -2.61
H20 -4.52 -0.11 -1.48
F2 -1.38 2.29 0.02
B1 -2.35 2.16 1.13
F3 -3.36 1.31 0.71
F4 -1.58 1.55 2.13
F5 -2.80 3.41 1.47
C18 4.00 0.26 -6.25
C19 2.65 0.27 -5.59
C20 1.81 -0.84 -5.63
C21 0.59 -0.84 -4.98
C22 0.18 0.29 -4.28
C23 1.00 1.41 -4.21
C24 2.22 1.39 -4.87
S1 -1.34 0.13 -3.42
C25 -1.81 1.82 -3.05
O4 -1.37 -0.12 -1.29
H21 4.10 -0.59 -6.92
H22 4.79 0.19 -5.49
H23 4.17 1.18 -6.81
H24 2.13 -1.72 -6.18
H25 -0.04 -1.72 -5.01
H26 0.73 2.27 -3.62
H27 2.87 2.25 -4.81
H28 -1.08 2.25 -2.37
H29 -2.76 1.74 -2.52
H30 -1.91 2.38 -3.97
C26 2.56 5.39 -3.64
C27 1.41 5.42 -2.67
C28 0.30 6.21 -2.90
C29 -0.75 6.22 -2.00
Cl1 -2.15 7.21 -2.33
C30 -0.71 5.45 -0.85
C31 0.41 4.66 -0.61
C32 1.45 4.63 -1.52
O5 2.55 3.84 -1.39
C33 2.61 2.99 -0.26
C34 1.48 1.98 -0.21
O6 1.14 1.53 0.92
O7 0.90 1.61 -1.25
H31 2.45 6.17 -4.39
H32 2.60 4.43 -4.16
H33 3.51 5.51 -3.13
H34 0.25 6.83 -3.79
H35 -1.54 5.44 -0.16
H36 0.41 4.06 0.29
H37 2.62 3.55 0.67
H38 3.55 2.43 -0.35

Calculated values
HOMO (spin up / spin down), eV: -2.7 / -5.5
⟨S²⟩: 2.05
Energy relative to the best compared isomer or geometry (same formula, charge and spin), eV: 0.000
LUMO level (spin up / spin down), eV: 2.2 / 0.6
Total charge: -1
Orbital gap (spin up / spin down), eV: 4.9 / 6.1
Multiplicity: 3

---

Computed, not measured: 2 unconnected molecules or ions with the total composition C2H4N2OS in a non-equilibrium geometry, with ωB97M-V with the def2-TZVPD basis set.

Geometry (Å):
C1 -1.97 0.23 0.40
C2 0.20 0.05 -0.33
N1 -3.00 -0.13 0.72
N2 0.76 -1.05 0.29
O1 -0.01 0.10 -1.69
S1 0.85 1.60 0.37
H1 0.92 -0.85 1.27
H2 0.40 -1.95 0.25
H3 -0.13 1.04 -1.84
H4 1.99 0.95 0.57

Calculated values
HOMO, eV: -10.0
Energy relative to the best compared isomer or geometry (same formula, charge and spin), eV: 3.850
LUMO level, eV: -0.3
Orbital gap, eV: 9.7